{
  "formula": "C20H39InN4O5",
  "method": "wB97M-V/def2-TZVPD",
  "gap_ev": [3.60, 3.59],
  "e_lumo_ev": [3.645, 3.642],
  "multiplicity": 3,
  "charge": -2,
  "symbols": ["In", "O", "O", "O", "O", "O", "N", "N", "N", "N", "C", "C", "C", "C", "C", "C", "C", "C", "C", "C", "C", "C", "C", "C", "C", "C", "C", "C", "C", "C", "H", "H", "H", "H", "H", "H", "H", "H", "H", "H", "H", "H", "H", "H", "H", "H", "H", "H", "H", "H", "H", "H", "H", "H", "H", "H", "H", "H", "H", "H", "H", "H", "H", "H", "H", "H", "H", "H", "H"],
  "xyz": [[-0.919849, -1.320264, -0.265923], [0.915581, -2.204877, 4.992274], [-0.800468, 1.088701, -2.349124], [-2.741177, -2.269665, 0.214832], [-0.011723, 0.352203, -7.511595], [-1.744908, 1.717116, -0.347237], [0.026178, -1.831290, 5.951415], [0.213140, -1.170180, 1.536248], [-4.747391, -0.978718, -0.823731], [0.623232, 1.345204, -6.830543], [0.762668, -1.007625, 6.956302], [0.927300, -3.051397, 8.489543], [-1.267020, 1.030335, -5.171474], [-3.784704, -1.650351, -0.505518], [-1.105977, -4.003115, 5.309023], [-1.326012, 2.956559, -6.777305], [1.644945, 0.082142, 6.292288], [-1.154760, 0.738735, -1.156038], [2.128029, 1.349877, -8.867633], [0.315894, 2.848368, -4.863132], [-0.392089, 2.031519, -5.968979], [1.657231, -1.858252, 7.882632], [-0.238032, -0.193685, 7.809832], [1.339231, 2.193203, -7.829989], [0.390323, 3.133144, -8.605919], [0.257519, -3.889275, 7.405849], [-0.574578, 3.901942, -7.709072], [-1.961483, -2.682528, 7.182892], [2.436501, 3.025922, -7.112195], [-0.642773, -3.066993, 6.457462], [0.580147, -0.224415, 1.707471], [2.816510, 0.657402, -8.372154], [-2.378964, -1.753228, 6.785949], [1.641994, -3.672230, 9.041174], [-2.735461, -3.443425, 7.049882], [-1.950219, 3.545633, -6.098625], [-0.403950, 3.199043, -4.118259], [2.797374, 2.519622, -6.212910], [-0.040128, 4.662552, -7.130034], [-2.017813, 2.355224, -7.380062], [2.096651, 4.024984, -6.834746], [-0.804473, -0.797762, 8.517289], [-1.679260, -4.848237, 5.705046], [2.524773, -2.231177, 7.324960], [0.971350, 3.847613, -9.201007], [-0.946386, 0.346892, 7.175540], [2.073401, 0.748287, 7.047979], [-1.293803, 4.447220, -8.330825], [1.058692, 0.698727, 5.604492], [-1.746026, -3.470101, 4.598862], [3.314092, 3.176854, -7.748300], [0.973984, -1.876491, 1.577494], [2.720885, 1.996690, -9.523346], [1.044018, -4.392430, 6.827311], [-0.201302, 2.551183, -9.325885], [-1.909754, 1.556373, -4.461393], [-1.835805, -2.573529, 8.262291], [-0.324797, -4.687377, 7.880086], [2.060745, -1.237939, 8.690046], [1.053435, 2.238146, -4.335081], [-0.268392, -4.438545, 4.757469], [-0.648147, 0.335803, -4.598431], [0.813747, 3.746556, -5.230937], [-0.086487, -2.342609, -1.481417], [0.285274, 0.551113, 8.417882], [1.472747, 0.772241, -9.525758], [-1.933545, 0.447197, -5.814707], [2.489182, -0.339060, 5.740740], [0.190884, -2.713552, 9.226728]],
  "atomic_forces_ev_per_a": [[1.52, 1.53, -0.78], [-1.79, 0.93, 1.45], [-0.19, -1.57, 2.33], [-4.62, 1.91, -3.14], [1.62, 1.37, 1.33], [2.20, -3.99, -2.24], [3.40, -1.95, -1.52], [0.33, -0.60, 0.10], [4.16, -3.45, 0.81], [-2.93, -1.54, -2.94], [-0.01, 1.70, 0.96], [-0.02, 0.01, 0.06], [0.08, -0.49, -0.85], [-0.50, 1.10, 2.56], [0.56, 0.32, -0.41], [0.21, -0.04, -0.52], [0.01, -0.45, -0.54], [-2.06, 5.28, 0.44], [-0.54, -0.49, 0.09], [0.23, 0.35, -0.12], [-0.55, 0.60, 2.20], [-0.03, -0.39, -0.11], [-0.25, -0.11, 0.22], [1.75, 0.74, -0.39], [-0.42, -0.06, 0.07], [0.40, 0.16, 0.00], [-0.02, 0.06, 0.06], [-0.10, 0.22, 0.26], [0.07, 0.22, 0.23], [-1.81, -0.88, 0.33], [-0.11, -0.76, -0.22], [-0.13, 0.06, 0.01], [0.14, -0.08, 0.02], [-0.06, 0.03, -0.01], [0.25, -0.06, -0.09], [0.17, -0.23, 0.17], [-0.01, -0.40, -0.07], [-0.18, 0.05, -0.06], [0.02, -0.08, 0.01], [0.14, -0.15, 0.07], [-0.05, -0.13, 0.12], [-0.05, -0.05, -0.12], [0.05, 0.27, 0.27], [-0.15, 0.09, -0.16], [0.20, -0.18, 0.09], [0.09, -0.13, -0.01], [-0.24, -0.20, 0.15], [0.07, 0.00, 0.00], [0.03, -0.18, 0.01], [0.18, 0.00, 0.06], [-0.20, -0.11, -0.15], [-0.57, 1.00, 0.05], [-0.12, 0.17, 0.29], [-0.14, 0.17, -0.12], [0.12, -0.14, 0.17], [0.44, 0.07, 0.02], [0.03, 0.12, -0.04], [-0.16, 0.12, -0.20], [-0.11, 0.17, -0.16], [-0.21, -0.01, 0.00], [-0.04, 0.32, 0.01], [-0.14, 0.24, 0.07], [0.09, -0.03, -0.14], [-0.15, -0.35, 0.25], [0.14, -0.11, -0.19], [-0.03, -0.03, 0.29], [0.23, 0.06, -0.20], [-0.27, -0.09, -0.06], [-0.01, 0.02, -0.06]],
  "lowdin_charge": [0.61, -0.01, -0.24, -0.33, -0.04, -0.34, -0.04, -0.23, 0.04, -0.04, -0.49, -0.20, -0.05, -0.45, -0.04, -0.14, -0.04, -0.65, -0.06, -0.04, -0.47, -0.14, -0.05, -0.48, -0.15, -0.14, -0.20, -0.04, -0.05, -0.48, -0.07, 0.09, 0.09, 0.11, 0.08, 0.13, 0.09, 0.09, 0.10, 0.12, 0.06, 0.05, 0.08, 0.12, 0.12, 0.09, 0.08, 0.10, 0.10, 0.10, 0.07, -0.08, 0.07, 0.12, 0.12, 0.08, 0.06, 0.12, 0.12, 0.09, 0.08, 0.08, 0.05, -0.12, 0.08, 0.07, 0.07, 0.08, 0.10]
}

{
  "formula": "C20H39N3",
  "method": "wB97M-V/def2-TZVPD",
  "gap_ev": 8.54,
  "de_lowest_kcal_mol": 1.00,
  "e_lumo_ev": 0.793,
  "smiles": "CC(C)=CCC/C(C)=C/CC(C)(C)CNCCN1CCNCC1",
  "symbols": ["N", "N", "N", "C", "C", "C", "C", "C", "C", "C", "C", "C", "C", "C", "C", "C", "C", "C", "C", "C", "C", "C", "C", "H", "H", "H", "H", "H", "H", "H", "H", "H", "H", "H", "H", "H", "H", "H", "H", "H", "H", "H", "H", "H", "H", "H", "H", "H", "H", "H", "H", "H", "H", "H", "H", "H", "H", "H", "H", "H", "H", "H"],
  "xyz": [[1.466455, -0.691996, 0.278760], [7.154849, 1.436773, -0.249644], [5.149383, -0.698187, -0.244003], [-1.838851, -1.920593, 1.688653], [6.455143, 1.041438, -1.462757], [-5.206970, 1.771418, -0.168061], [-4.889318, -0.405716, -2.390393], [-0.935718, 0.424910, 1.447068], [6.326294, 1.173858, 0.917465], [-1.429649, -0.988018, -0.580609], [0.504458, -1.554742, 0.938352], [-5.262768, 0.285603, -0.002529], [2.831949, -1.157527, 0.413631], [-2.297450, 1.041916, 1.499725], [3.780082, -0.227034, -0.347411], [-2.134178, 2.460274, -0.559656], [-4.241270, 2.404549, 0.848195], [-2.830472, 1.915022, 0.652078], [5.984691, -0.420587, -1.401085], [5.832802, -0.282460, 0.972423], [-0.930764, -1.004411, 0.864709], [-5.230542, -2.111693, -0.578248], [-5.125735, -0.654589, -0.929356], [-1.054657, 2.385376, -0.468095], [-2.460212, -0.644982, -0.606857], [-4.292203, -2.622072, -0.794463], [-0.833643, -0.317060, -1.193569], [0.803710, -1.622505, 1.989573], [-2.874125, -1.604625, 1.596154], [3.493539, -0.234668, -1.402691], [7.120976, 1.192399, -2.315207], [5.437760, -0.688417, -2.307186], [-6.009820, -2.586550, -1.174009], [-4.909081, 2.050330, -1.177678], [8.014028, 0.896345, -0.174426], [-2.399285, 3.506008, -0.708892], [-0.248181, 1.026344, 0.854084], [-1.558316, -1.899190, 2.739493], [3.638164, 0.796570, 0.027642], [6.901843, 1.410028, 1.814798], [5.472257, 1.856016, 0.869600], [1.235749, -0.628237, -0.708843], [-2.434639, 1.907906, -1.449640], [-1.762193, -2.947735, 1.336343], [-6.207863, 2.180818, 0.005693], [-5.443281, -0.027178, 1.019280], [5.162326, -0.422166, 1.820596], [-0.536982, 0.374605, 2.463345], [0.519221, -2.581230, 0.526578], [5.591664, 1.704171, -1.575392], [2.975983, -2.188542, 0.044882], [-4.597609, 0.619649, -2.594585], [-4.108533, -1.068989, -2.760501], [-5.798855, -0.618339, -2.953239], [-5.464915, -2.249930, 0.474046], [-1.382287, -1.987962, -1.009706], [-4.275248, 3.491447, 0.734580], [6.862474, -1.074671, -1.328149], [-4.580885, 2.159936, 1.856707], [-2.900600, 0.720755, 2.339865], [3.077653, -1.152780, 1.479425], [6.693645, -0.949100, 1.103164]],
  "atomic_forces_ev_per_a": [[-0.05, 0.04, -0.23], [0.23, 0.06, 0.02], [0.04, -0.08, -0.11], [0.21, 0.13, -0.18], [0.03, -0.35, -0.09], [0.00, 0.02, 0.09], [0.00, 0.17, 0.17], [-0.11, -0.05, -0.22], [-0.03, -0.30, 0.11], [0.15, -0.05, 0.23], [-0.19, 0.06, -0.03], [-0.04, 0.18, -0.07], [0.11, 0.09, -0.18], [0.18, 0.00, 0.15], [-0.14, -0.23, 0.28], [0.05, -0.13, 0.13], [-0.02, -0.13, -0.11], [-0.15, 0.24, 0.17], [0.03, 0.26, -0.08], [0.02, 0.24, 0.05], [0.15, -0.11, 0.13], [-0.03, 0.18, 0.09], [-0.05, -0.23, -0.04], [0.10, 0.00, -0.08], [-0.14, 0.06, -0.07], [0.09, -0.10, -0.04], [0.06, 0.12, -0.17], [-0.05, -0.05, 0.02], [-0.18, 0.01, 0.02], [0.00, 0.05, -0.01], [-0.09, 0.03, -0.05], [0.02, -0.06, -0.02], [-0.05, -0.12, -0.05], [-0.06, 0.04, -0.07], [-0.05, 0.08, -0.01], [0.00, 0.08, -0.06], [0.03, 0.03, 0.08], [0.01, -0.01, 0.17], [-0.03, 0.00, -0.09], [-0.09, 0.04, 0.04], [0.01, 0.01, 0.10], [0.03, -0.01, 0.07], [-0.02, -0.02, -0.17], [-0.02, -0.14, -0.03], [0.02, 0.06, -0.09], [-0.02, -0.17, 0.15], [0.03, -0.06, 0.09], [0.11, 0.02, 0.04], [-0.03, 0.05, 0.08], [0.01, 0.01, -0.10], [0.03, 0.12, 0.07], [0.03, 0.08, -0.09], [0.07, -0.05, -0.08], [-0.03, -0.05, -0.10], [-0.02, -0.05, 0.09], [0.00, -0.13, -0.08], [-0.01, 0.03, 0.07], [0.02, 0.05, -0.10], [0.00, 0.03, 0.03], [-0.21, 0.03, 0.08], [0.06, -0.06, -0.02], [0.00, 0.05, 0.11]],
  "lowdin_charge": [-0.07, -0.08, -0.18, -0.04, -0.21, -0.18, -0.06, -0.14, -0.21, -0.04, -0.21, -0.09, -0.22, -0.07, -0.20, -0.04, -0.17, -0.30, -0.19, -0.18, -0.53, -0.07, -0.37, 0.07, 0.06, 0.07, 0.08, 0.13, 0.07, 0.12, 0.11, 0.11, 0.08, 0.09, 0.10, 0.08, 0.10, 0.09, 0.12, 0.11, 0.11, 0.10, 0.08, 0.08, 0.12, 0.11, 0.11, 0.12, 0.13, 0.11, 0.12, 0.06, 0.08, 0.09, 0.07, 0.09, 0.11, 0.12, 0.11, 0.11, 0.11, 0.12]
}